Formula: C32H96O16
Source: OMol25
Level of theory: ωB97M-V with the def2-TZVPD basis set

```
144
Properties=species:S:1:pos:R:3:forces:R:3
C 4.166463 3.411919 -0.099068 -1.474 0.069 0.425
C 2.991504 3.585462 0.869665 1.476 -0.200 1.005
O 2.072860 2.499566 0.834829 -0.210 0.518 -0.427
H 3.733087 3.096721 -1.047343 0.487 0.116 -0.191
H 4.729131 2.605058 0.358218 0.468 0.332 -0.454
H 4.710348 4.350586 -0.189197 0.238 -0.181 -0.002
H 2.558556 4.582561 0.796437 -0.774 -0.377 -0.244
H 3.458872 3.526090 1.858717 -0.122 0.514 0.255
H 2.588281 1.668699 0.924625 -0.458 0.115 0.123
C -3.289933 -4.391241 1.680647 0.412 -0.718 -0.123
C -3.563068 -3.141674 0.879504 0.644 0.150 -0.766
O -4.232231 -3.496233 -0.325431 -0.123 -0.149 0.263
H -2.643872 -5.030186 1.072051 -0.109 -0.051 -0.243
H -4.159039 -5.009754 1.905456 -0.234 0.331 0.046
H -2.690975 -4.266664 2.582584 -0.344 0.523 0.154
H -2.602348 -2.721993 0.563169 0.198 0.123 0.388
H -4.081853 -2.319489 1.378284 -0.261 -0.296 0.407
H -4.535759 -2.661469 -0.713968 -0.346 -0.249 -0.060
C 4.055086 0.850159 3.138039 0.009 -0.188 0.251
C 4.062277 -0.329453 2.178533 -0.125 0.770 -0.502
O 3.445521 0.079941 0.933744 -0.763 -1.409 5.483
H 3.097109 1.357765 3.024633 0.016 0.120 0.451
H 4.872280 1.557020 2.983753 -0.091 0.052 -0.587
H 4.241745 0.532965 4.165254 -0.465 -0.163 0.062
H 3.535974 -1.210962 2.544777 0.229 -0.031 0.290
H 5.105415 -0.515999 1.920865 -0.034 -0.771 0.473
H 3.122568 -0.732110 0.502574 -0.206 -0.172 0.071
C 1.478464 -3.784258 2.957510 -0.119 -0.143 -0.303
C 0.142637 -4.514640 3.149359 0.314 -0.576 -0.012
O 0.283668 -5.298363 4.340453 0.060 0.330 0.454
H 1.479995 -3.002589 2.195679 -0.369 -0.122 -0.188
H 2.237907 -4.511858 2.667627 0.034 -0.030 0.036
H 1.841258 -3.301056 3.865608 -0.314 -0.161 0.248
H -0.072095 -5.247502 2.366505 0.351 0.330 -0.554
H -0.738280 -3.871423 3.168135 0.250 0.375 0.382
H -0.375283 -5.996282 4.361068 -0.091 0.078 -0.097
C -4.136841 2.821963 -2.691394 -0.650 0.048 -0.339
C -2.911710 3.312384 -1.980681 0.685 -0.129 0.082
O -2.887381 2.783555 -0.643926 0.097 1.109 -1.062
H -4.350054 3.364306 -3.614456 0.261 0.210 0.046
H -5.033003 2.913164 -2.075691 0.044 0.007 0.150
H -4.027353 1.787961 -2.982525 0.087 -0.059 -0.103
H -2.876685 4.405682 -2.023543 -0.078 0.147 0.471
H -2.034389 2.975628 -2.540698 0.139 -0.061 0.094
H -2.024980 2.902267 -0.219649 0.354 0.223 -0.092
C 0.088958 -4.786113 -2.441287 0.413 -0.180 -0.082
C -0.649685 -3.845136 -1.491034 -0.554 -1.013 -1.158
O 0.078409 -2.677415 -1.261717 0.857 0.573 -0.017
H -0.399797 -5.756148 -2.543371 -0.206 0.038 0.357
H 1.117624 -4.983351 -2.133275 0.010 0.053 0.163
H 0.133950 -4.422293 -3.469676 -0.002 0.428 0.109
H -0.902677 -4.352718 -0.557304 0.007 -0.016 0.043
H -1.565825 -3.596980 -2.034210 -0.321 0.024 0.486
H -0.339656 -2.172478 -0.545624 -0.183 0.218 0.260
C -2.770208 -2.216965 -4.114668 0.765 1.008 0.455
C -2.313221 -0.770117 -3.989524 0.360 -0.134 -0.275
O -1.556633 -0.406631 -5.130572 -0.198 -0.058 -0.309
H -3.378482 -2.292065 -5.013466 -0.048 -0.466 0.134
H -3.278823 -2.472072 -3.184105 -0.398 -0.274 -0.261
H -1.841204 -2.786775 -4.155237 -0.256 -0.418 -0.377
H -1.638968 -0.673576 -3.134449 -0.415 0.068 0.356
H -3.185768 -0.119004 -3.891179 0.045 0.178 0.171
H -0.853372 0.192606 -4.845148 0.005 0.095 -0.119
C -1.912301 5.220958 1.696945 1.367 -0.158 -1.431
C -0.518023 4.763212 1.213384 -0.001 -0.735 0.520
O -0.549917 3.359744 0.919107 -0.521 0.269 0.060
H -2.250297 4.739376 2.610678 0.150 0.137 0.029
H -2.539274 4.937801 0.850000 -0.538 0.104 0.309
H -1.861642 6.308790 1.739513 -0.370 0.005 0.380
H 0.285101 4.904442 1.940564 -0.163 0.333 0.228
H -0.218278 5.287117 0.302116 -0.192 0.316 0.001
H 0.353432 3.013367 0.989919 0.156 -0.200 -0.184
C 2.555995 -0.925920 -4.188434 -1.193 0.145 -0.227
C 1.252091 -0.478344 -3.481137 1.049 -0.535 -0.465
O 0.737510 0.717323 -4.052982 -0.094 0.009 0.143
H 3.277694 -0.111099 -4.243012 0.234 -0.162 0.439
H 2.326820 -1.169344 -5.227479 -0.096 -0.071 -0.013
H 2.932043 -1.836158 -3.721558 0.335 0.189 0.124
H 1.406093 -0.361899 -2.411088 0.288 0.018 -0.410
H 0.485911 -1.245791 -3.586469 -0.018 0.055 -0.134
H 1.333367 1.440431 -3.837780 -0.088 0.141 -0.063
C -4.357932 0.612560 0.160906 0.618 0.360 0.007
C -4.357740 -0.138150 -1.182720 -0.120 1.065 0.440
O -5.363553 -1.143553 -1.154850 0.126 -0.347 -0.280
H -4.146409 -0.116487 0.942932 -0.301 0.098 0.246
H -5.307089 1.136231 0.305418 -0.460 -0.601 0.091
H -3.685945 1.495774 0.262340 -0.278 -1.515 -0.383
H -3.413607 -0.582596 -1.500103 0.076 -0.375 0.678
H -4.558896 0.536462 -1.996199 -0.367 0.161 -0.050
H -6.221112 -0.712859 -1.123346 -0.037 -0.062 0.069
C 0.511790 0.015708 4.021900 0.658 -0.384 -0.541
C -0.444221 -1.027972 4.577358 0.288 0.724 0.026
O -1.388525 -1.380122 3.565571 0.118 -0.098 0.506
H 0.977065 -0.340936 3.098501 -0.063 -0.230 -0.074
H 1.359728 0.226455 4.675558 -0.222 0.094 0.300
H 0.012324 0.941152 3.735061 -0.140 0.029 0.293
H -0.936854 -0.573944 5.440787 -0.340 -0.145 -0.024
H 0.062853 -1.915456 4.959759 0.138 -0.077 -0.257
H -2.254083 -1.155949 3.941957 -0.256 -0.046 -0.405
C 4.745811 -3.381110 -0.138810 -0.367 0.907 0.010
C 3.283218 -3.365931 -0.584198 0.408 -0.763 -0.914
O 2.587787 -2.217872 -0.119897 0.295 -0.373 0.320
H 5.125969 -2.359910 -0.220303 -0.020 0.109 0.311
H 5.439776 -3.950660 -0.755386 -0.440 -0.459 -0.033
H 4.795276 -3.705061 0.900194 0.259 0.054 -0.006
H 2.813572 -4.304672 -0.277112 -0.270 0.155 0.413
H 3.171526 -3.383913 -1.672109 0.405 0.080 -0.137
H 1.771307 -2.205519 -0.643564 -0.520 -0.079 0.142
C -3.048782 1.709654 3.389665 0.505 -0.599 0.670
C -4.119505 0.964874 4.193494 -0.035 1.374 -0.699
O -3.739061 -0.366019 4.498630 -0.426 -0.052 -0.003
H -2.154395 1.890739 3.989722 -0.072 0.099 0.202
H -3.393431 2.673551 3.019157 -0.192 -0.132 -0.041
H -2.686539 1.092750 2.567346 -0.317 0.065 -0.185
H -5.030290 0.981956 3.588274 -0.073 -0.290 -0.050
H -4.374622 1.479393 5.123498 0.210 0.178 0.036
H -4.580606 -0.759270 4.748211 0.298 -0.617 0.138
C 1.615743 4.465328 -2.420530 0.015 -0.462 0.216
C 0.354217 5.161634 -2.890691 0.799 -0.097 -0.796
O -0.180263 4.432139 -3.978317 -0.287 -0.956 -0.026
H 2.130344 5.113699 -1.710363 0.131 -0.071 -0.005
H 2.307607 4.148633 -3.201977 -0.067 0.505 -0.289
H 1.366148 3.532107 -1.909440 -0.165 0.072 0.236
H 0.599418 6.129564 -3.334431 -0.025 0.436 0.798
H -0.294594 5.201837 -2.012856 -0.407 0.352 -0.242
H -1.024175 4.786058 -4.269265 -0.002 0.153 0.138
C 4.129175 0.497841 -1.050604 -0.480 0.812 -1.894
C 5.552646 0.427558 -0.542147 -0.635 0.216 -0.902
O 6.395798 -0.123011 -1.546387 0.564 0.181 0.267
H 3.662809 -0.485307 -1.087928 0.313 0.061 -0.866
H 3.979912 1.023110 -1.996549 0.779 -0.283 -0.504
H 3.517237 1.033493 -0.345352 0.398 0.562 -1.777
H 5.611269 -0.133018 0.387090 0.200 -0.128 -0.335
H 5.845735 1.445807 -0.292689 0.747 -0.205 -0.391
H 6.254758 -1.073304 -1.539361 0.018 -0.023 -0.119
C -0.022669 0.513127 -0.794700 -0.345 -0.300 0.140
C -0.598855 0.336957 0.605331 -0.059 0.078 -0.642
O -0.778456 -1.059741 0.822974 0.420 -0.366 -0.501
H -0.696677 0.072663 -1.531416 -0.055 0.049 0.053
H 0.921035 -0.018511 -0.909110 -0.021 0.190 0.552
H 0.132356 1.552874 -1.080916 -0.021 0.064 0.240
H -1.578189 0.816789 0.630826 0.083 0.188 0.255
H 0.080837 0.797389 1.322466 -0.143 -0.151 0.254
H -0.962785 -1.308008 1.741530 -0.114 0.481 0.323
```
Positions in Å, forces in eV/Å.

Net charge = 0
Gap between HOMO and LUMO = 9.7417 eV
Energy relative to the best compared isomer or geometry (same formula, charge and spin) = 91.3 kcal/mol
LUMO level = 0.016 Ha
E_HOMO = -9.30 eV

Formula: C33H19BrF16N2O5S
Source: OMol25
Level of theory: ωB97M-V with the def2-TZVPD basis set

```
77
Properties=species:S:1:pos:R:3:forces:R:3
C 0.783172 -8.367455 -2.227563 0.377 0.764 -1.309
C 0.567582 -7.165068 -2.147128 -0.228 0.745 1.548
C 0.229907 -5.719710 -1.740659 -0.523 0.226 -0.617
C -0.662479 -4.986649 -2.724076 0.761 1.389 2.158
Br -1.268085 -5.930885 -4.346510 0.645 0.816 1.500
C -1.108606 -3.566331 -2.515687 1.083 -1.252 1.785
C -2.037019 -2.817086 -3.566775 0.865 -0.080 0.579
C -3.565523 -3.181773 -3.381956 -0.580 -0.617 -0.730
O -4.081034 -2.874395 -2.078116 0.057 -0.056 -0.309
C -0.645652 -2.928851 -1.232963 0.542 -1.926 -0.328
C 0.216114 -3.673928 -0.226538 -0.359 -0.768 -1.544
C 0.708758 -5.077991 -0.449068 -1.686 2.052 -2.677
C 1.630777 -5.877632 0.533737 0.270 -1.199 -0.631
F 2.615299 -6.645832 -0.135728 -1.637 1.768 0.758
F 2.347918 -5.113087 1.443101 -1.448 -0.952 -1.318
C 0.690422 -6.994887 1.259827 0.055 -1.001 0.238
F 1.064784 -8.268737 0.794934 -0.890 2.291 0.951
F -0.662108 -6.807253 0.980450 2.272 -0.202 0.390
C 0.851066 -7.033617 2.837811 -1.164 -1.417 1.061
F 0.453168 -5.865686 3.441145 1.326 -1.990 -1.067
F -0.024785 -8.030443 3.310989 1.563 1.753 -0.817
F 2.119858 -7.454241 3.177063 -2.045 1.376 -0.419
C 0.553089 -2.872429 1.072084 0.399 1.205 0.459
O 0.476992 -3.268770 2.217051 0.063 -0.057 -1.773
C 0.962854 -1.348887 0.851041 0.028 1.750 -1.210
C 2.092238 -0.685960 1.576772 -2.088 1.845 -2.073
C 2.323682 0.776954 1.277016 -1.897 -0.987 -1.374
C 1.439118 1.497651 0.287000 -0.804 -2.885 -0.362
S 1.748008 3.272240 -0.069194 2.092 2.243 4.688
O 0.949446 4.092513 0.875326 0.048 -1.715 -2.174
O 3.173596 3.621552 0.072084 -2.024 -1.522 -1.283
C 1.235646 3.789060 -1.784094 -1.098 1.654 -1.106
F 1.588922 5.144548 -1.898284 -0.553 -2.608 0.484
F -0.157091 3.751666 -1.871367 2.267 -0.396 -0.094
C 1.984899 3.042871 -2.972583 2.108 0.217 -0.120
F 2.150553 1.669589 -2.768245 -0.846 2.228 -0.258
F 3.288381 3.574824 -2.994278 -2.423 -0.873 0.174
C 1.377665 3.306713 -4.420103 1.013 0.382 -1.697
F 2.459077 3.231564 -5.322738 -1.950 -0.094 1.584
F 0.838679 4.574472 -4.588223 0.743 -2.207 0.905
C 0.326179 2.224596 -4.917972 -2.016 -0.597 -1.845
F 0.882034 1.031713 -5.320789 -0.634 2.195 1.051
F -0.684366 1.946118 -4.013289 2.013 0.553 -1.086
F -0.306045 2.774738 -6.043948 1.282 -1.018 2.085
C 0.310113 0.826383 -0.442343 1.518 -1.475 2.046
C 0.095333 -0.613790 -0.153044 1.564 0.873 1.101
C -1.053683 -1.424157 -0.897660 0.812 -0.418 0.277
O -2.118164 -0.934639 -1.203794 1.696 -0.417 0.298
H 1.103223 -9.368950 -2.623428 -0.675 1.582 0.988
H -1.824515 -1.703084 -3.495929 -0.561 -1.396 0.115
H -1.673495 -3.120295 -4.602859 -0.745 0.166 1.307
H -3.703704 -4.301767 -3.558178 0.366 1.351 0.010
H -4.192278 -2.633187 -4.157588 0.987 -0.576 0.681
H -5.037652 -3.084992 -2.039369 0.960 0.103 -0.264
H 2.736434 -1.251120 2.316300 -0.984 0.850 -1.063
H 3.144414 1.371286 1.768098 -0.975 -0.873 -0.626
H -0.365483 1.370834 -1.171887 0.973 -0.778 1.058
C -0.371072 2.245457 5.559247 0.190 -0.014 0.000
C -1.741283 2.240091 5.195269 -0.165 -0.001 -0.091
C -1.822916 2.701095 3.905207 -0.004 0.034 -0.029
N -0.554988 2.988695 3.478305 -0.053 -0.083 -0.024
C 0.336359 2.708968 4.478397 0.051 0.021 -0.051
H 0.049693 1.942785 6.506000 -0.024 0.026 -0.069
H -2.574048 1.932516 5.809146 0.058 0.024 -0.050
H -2.671716 2.850106 3.256285 0.045 0.004 0.074
H -0.314302 3.349950 2.567827 0.040 -0.040 0.079
H 1.394365 2.865101 4.335317 -0.071 0.026 0.045
C -1.408663 8.740641 2.970918 0.034 0.142 -0.114
C -1.296210 7.431801 3.506016 0.038 -0.150 0.023
C -0.519619 6.702885 2.641647 -0.010 -0.111 -0.009
N -0.162499 7.519276 1.603327 -0.014 0.049 0.047
C -0.695920 8.765010 1.798647 -0.013 0.040 -0.067
H -1.949811 9.571394 3.397482 0.046 -0.052 -0.037
H -1.734529 7.065489 4.421825 0.047 0.004 -0.069
H -0.191750 5.676638 2.674648 -0.019 0.105 0.030
H 0.404976 7.245768 0.818731 -0.056 -0.012 0.140
H -0.523702 9.558014 1.087885 -0.034 -0.039 0.068
```
Positions in Å, forces in eV/Å.

Net charge = 0
Gap between HOMO and LUMO = 6.0174 eV
LUMO level = -0.071 Ha
E_HOMO = -7.96 eV
SMILES string = C#Cc1c(Br)c(CCO)c2c(c1C(F)(F)C(F)(F)C(F)(F)F)C(=O)c1ccc(S(=O)(=O)C(F)(F)C(F)(F)C(F)(F)C(F)(F)F)cc1C2=O.c1cc[nH]c1.c1cc[nH]c1

Formula: C33H20Br2IN3SW
Source: OMol25
Level of theory: ωB97M-V with the def2-TZVPD basis set

```
61
Properties=species:S:1:pos:R:3:forces:R:3
W -0.865748 -1.124206 -0.806504 -0.797 -1.814 1.386
S 1.375759 -4.210095 1.677030 0.020 0.221 -0.085
C 0.937507 -2.982802 2.827555 -0.074 0.030 -0.247
C 1.111508 -2.994128 4.205427 -0.017 -0.017 0.079
C 0.689938 -1.888527 4.917223 0.024 -0.072 0.009
C 0.118098 -0.793356 4.264943 -0.023 0.077 -0.045
C -0.063581 -0.788178 2.896702 -0.021 -0.013 -0.021
C 0.339547 -1.904027 2.165614 0.083 0.128 0.267
N 0.245152 -2.072593 0.783313 0.335 -0.543 0.015
C 0.780087 -3.226915 0.405464 -0.005 -0.087 0.413
C 0.714827 -3.637482 -0.984886 -0.103 -0.029 -0.246
C 1.386972 -4.754699 -1.472901 -0.080 0.138 0.145
C 1.216359 -5.123349 -2.796526 -0.005 0.000 -0.042
C 0.372557 -4.383220 -3.616036 0.028 -0.051 -0.005
C -0.282834 -3.261980 -3.124697 -0.158 0.219 -0.031
C -0.131125 -2.849730 -1.800361 0.233 -0.004 0.138
H 1.554798 -3.845962 4.703048 0.023 0.026 0.008
H 0.805503 -1.868232 5.992016 0.021 -0.008 -0.007
H -0.182830 0.070372 4.842687 -0.017 -0.023 0.000
H -0.498697 0.066451 2.399642 -0.029 -0.016 0.024
H 2.040485 -5.322693 -0.821241 0.000 -0.057 -0.050
H 1.736186 -5.987733 -3.186774 -0.016 0.004 -0.010
H 0.224638 -4.681083 -4.645728 0.016 -0.007 0.002
H -0.932396 -2.708049 -3.794935 0.017 -0.009 -0.009
Br 4.568848 1.390238 -3.841169 -0.205 -0.073 0.126
C 3.070083 0.824977 -2.877186 0.149 0.013 0.073
C 3.172616 0.510339 -1.524878 0.113 0.105 -0.253
C 2.048338 0.065722 -0.872500 -0.068 -0.161 0.224
N 0.853173 -0.061981 -1.470307 0.467 0.718 -0.473
C 0.736410 0.294049 -2.779793 0.352 0.194 0.191
C 1.834639 0.721407 -3.502400 -0.158 -0.094 -0.109
C -0.631914 0.268450 -3.340539 -0.287 0.052 -0.041
C -0.967740 0.890012 -4.529718 0.149 -0.030 0.001
C -2.299343 0.944564 -4.917471 -0.218 -0.053 -0.026
Br -2.802147 1.801210 -6.501558 0.115 -0.104 0.200
C -3.263368 0.354437 -4.103141 0.029 0.148 -0.281
C -2.859761 -0.272910 -2.952138 0.057 -0.227 0.181
N -1.571945 -0.319478 -2.555086 -0.324 0.771 -1.715
H 4.114885 0.602091 -1.004554 -0.029 -0.026 0.046
H 2.091332 -0.217435 0.171233 -0.029 -0.006 0.003
H 1.739762 0.961417 -4.550597 0.036 0.029 0.005
H -0.211373 1.347676 -5.149049 -0.013 0.048 0.023
H -4.309408 0.384784 -4.372236 0.001 -0.040 0.025
H -3.574812 -0.771444 -2.310451 0.012 0.029 0.054
I -1.756727 1.522711 0.235319 -0.492 -0.309 0.192
C -3.650079 0.614609 0.698750 0.499 0.346 -0.105
C -4.676404 1.427275 1.080710 0.127 0.045 -0.067
C -5.919431 0.841922 1.382012 -0.042 -0.054 0.007
C -6.088986 -0.508605 1.247153 -0.037 0.056 0.005
C -5.025687 -1.338634 0.827326 0.201 0.051 -0.037
C -5.207694 -2.732239 0.633977 0.090 -0.090 -0.036
C -4.162142 -3.534076 0.277393 -0.248 -0.035 0.029
C -2.870369 -2.990488 0.132100 0.383 0.204 0.118
C -2.636521 -1.621657 0.219126 0.044 0.330 -0.051
C -3.740483 -0.783399 0.574337 -0.139 0.063 0.007
H -4.548986 2.499446 1.145491 -0.013 -0.012 0.043
H -6.729237 1.479120 1.709341 -0.034 -0.046 -0.009
H -7.046203 -0.965620 1.463929 -0.011 0.021 -0.021
H -6.194762 -3.151952 0.783724 0.012 -0.010 0.031
H -4.311705 -4.596924 0.142916 0.021 0.001 0.024
H -2.055071 -3.688297 -0.028140 0.033 0.051 -0.071
```
Positions in Å, forces in eV/Å.

Net charge = +2
Gap between HOMO and LUMO (alpha / beta) = 6.0571 / 6.5370 eV
LUMO level (alpha / beta) = -0.262 / -0.261 Ha
E_HOMO (alpha / beta) = -13.19 / -13.65 eV
Spin multiplicity = 3

Record order is preserved below.
E: -67495.4886, -172094.4354, -199849.6291 eV